No. 1
# C5H7PS

An isolated molecule of C5H7PS at a distorted geometry (ωB97M-V with the def2-TZVPD basis set, OMol25).

The total charge is 0. The energy above the lowest of the compared OMol25 structures with the same formula, charge and spin is 25.2 kcal/mol. The HOMO energy comes out at -8.67 eV. As for the gap between HOMO and LUMO: 0.3355 hartree. Its spin multiplicity is 1. Its SMILES is C=C1C=C[P@@H](=S)C1.

Last column: Mulliken charge in e.
CARTESIAN COORDINATES (ANGSTROEM)
S1 -3.33 -0.30 -0.34  -0.435
P1 -1.72 0.05 0.60  0.194
C1 -0.72 1.55 0.04  -0.548
C2 0.86 -0.28 -0.27  0.766
C3 -0.21 -1.08 0.34  -0.619
C4 2.11 -0.67 -0.49  -0.952
C5 0.51 1.19 -0.27  -0.343
H1 2.75 0.20 -0.89  0.166
H2 -1.20 2.55 0.06  0.378
H3 1.33 1.61 -0.82  0.239
H4 -2.14 0.28 1.84  0.055
H5 0.01 -1.78 1.15  0.444
H6 -0.63 -1.65 -0.51  0.297
H7 2.37 -1.69 -0.43  0.358


No. 2
# C3H6N2O3

An isolated molecule of C3H6N2O3 at a distorted geometry (ωB97M-V with the def2-TZVPD basis set, OMol25).

The total charge is 0. The energy above the lowest of the compared OMol25 structures with the same formula, charge and spin is 187.4 kcal/mol. The HOMO energy comes out at -10.18 eV. As for the gap between HOMO and LUMO: 0.4003 hartree. Its spin multiplicity is 1. Its SMILES is CN1OCONC1=O.

Last column: Mulliken charge in e.
CARTESIAN COORDINATES (ANGSTROEM)
O1 0.23 -1.28 -0.53  -0.345
O2 1.82 -0.07 0.11  -0.249
O3 -0.91 1.86 0.28  -0.628
N1 -0.78 -0.32 -0.45  0.087
N2 0.99 1.12 -0.41  -0.178
C1 -0.26 0.87 -0.08  0.644
C2 -1.96 -0.89 0.21  -0.755
C3 1.09 -0.95 0.47  -0.181
H1 1.06 1.72 0.30  0.275
H2 0.24 -0.82 1.25  0.194
H3 -1.80 -1.04 1.40  0.291
H4 1.77 -1.85 1.03  0.267
H5 -2.33 -1.79 -0.43  0.263
H6 -2.80 -0.10 -0.05  0.316


No. 3
# C27H34FFeN3O3Si

C27H34FFeN3O3Si as an isolated structure at a distorted geometry (ωB97M-V with the def2-TZVPD basis set, OMol25).

The total charge is 0. The HOMO energy (spin up / spin down) comes out at -6.63 / -6.67 eV. As for the gap between HOMO and LUMO (spin up / spin down): 0.2404 / 0.2386 hartree. Its spin multiplicity is 5.

Last column: Löwdin spin population.
CARTESIAN COORDINATES (ANGSTROEM)
Fe1 -1.05 0.05 0.38  3.706
Si1 -0.53 -0.53 -2.99  0.008
F1 -2.51 1.57 0.25  0.031
O1 0.82 -0.93 0.84  0.048
O2 -1.15 0.47 2.49  0.020
O3 0.73 1.29 0.42  0.037
N1 -1.40 0.25 -1.73  0.051
N2 -2.01 -1.83 0.55  0.022
N3 -2.56 -1.02 3.44  0.005
C1 1.38 0.24 0.81  0.008
C2 2.08 2.66 2.49  0.000
C3 -2.27 1.26 -2.07  0.006
C4 -1.48 -1.43 -4.29  0.001
C5 4.45 2.02 2.10  0.000
C6 0.72 -1.72 -2.32  0.001
C7 -4.25 -2.45 0.54  -0.003
C8 3.58 -1.75 0.26  0.001
C9 -2.66 -3.68 -0.84  -0.001
C10 -1.40 -0.31 3.43  0.009
C11 -3.99 -3.41 -0.46  0.007
C12 5.48 1.13 1.76  0.001
C13 -2.83 2.07 -1.00  0.004
C14 -3.49 -0.93 2.32  0.000
C15 2.78 0.43 1.28  0.001
C16 -3.64 3.74 -2.40  0.003
C17 6.88 1.62 2.01  0.000
C18 -3.20 -1.73 1.12  0.008
C19 -0.40 -0.57 4.54  0.002
C20 -2.71 1.71 -3.36  0.004
C21 -1.67 -2.87 -0.25  0.012
C22 -3.30 2.96 -3.51  0.000
C23 3.10 1.70 1.94  0.001
C24 -3.38 3.31 -1.12  0.000
C25 5.13 -0.07 1.16  0.000
C26 3.80 -0.45 0.92  0.001
C27 0.46 0.74 -3.89  0.001
H1 -2.44 1.09 -4.23  0.000
H2 1.19 0.13 -4.42  0.000
H3 0.08 0.39 4.75  0.000
H4 0.35 -1.30 4.19  0.000
H5 -3.63 3.90 -0.25  0.000
H6 1.08 2.34 2.15  0.000
H7 -4.48 -1.26 2.67  0.000
H8 2.28 3.65 2.14  0.000
H9 -4.82 -4.11 -0.81  0.000
H10 -1.87 -0.88 -5.10  0.000
H11 2.25 2.72 3.61  0.000
H12 -0.87 -0.97 5.45  0.000
H13 -2.80 -1.55 4.28  0.000
H14 -3.55 0.15 2.15  0.000
H15 5.88 -0.79 0.88  0.000
H16 4.69 3.10 2.32  0.000
H17 -5.21 -2.42 1.06  0.000
H18 7.37 2.00 1.07  0.000
H19 0.49 -2.80 -2.49  0.000
H20 -0.09 1.43 -4.59  0.000
H21 2.66 -2.19 0.71  0.000
H22 4.41 -2.48 0.21  0.000
H23 -3.53 3.32 -4.52  0.000
H24 -4.09 4.68 -2.60  0.000
H25 -2.30 -1.98 -3.75  0.000
H26 7.54 0.85 2.46  0.000
H27 0.92 -1.58 -1.23  0.000
H28 -0.78 -2.20 -4.60  0.000
H29 1.01 1.31 -3.20  0.000
H30 1.65 -1.59 -2.95  0.000
H31 3.30 -1.61 -0.79  0.000
H32 6.76 2.48 2.70  0.000
H33 -2.35 -4.40 -1.66  0.000
H34 -0.59 -2.95 -0.43  0.001


No. 4
# C23H18N8O2OsS3

C23H18N8O2OsS3 as an isolated structure (ωB97M-V with the def2-TZVPD basis set, OMol25).

The total charge is +2. The energy above the lowest of the compared OMol25 structures with the same formula, charge and spin is 5.1 kcal/mol. The HOMO energy (spin up / spin down) comes out at -12.22 / -12.22 eV. As for the gap between HOMO and LUMO (spin up / spin down): 0.1653 / 0.1652 hartree. Its spin multiplicity is 1.

Last column: Mulliken charge in e.
CARTESIAN COORDINATES (ANGSTROEM)
Os1 -0.69 -2.65 1.46  0.575
S1 0.44 -2.73 5.83  -0.286
S2 -0.10 -7.04 2.71  -0.142
S3 -5.21 -3.43 1.11  -0.121
O1 0.32 5.18 -5.10  -0.385
O2 1.13 -2.49 0.86  -0.779
N1 2.75 3.71 -0.42  -0.801
N2 -2.67 -3.21 1.27  -0.204
N3 -0.54 -2.26 3.29  -0.531
N4 -0.62 -4.68 1.86  -0.030
N5 2.91 2.55 -0.07  0.197
N6 -3.75 -1.29 0.42  -0.337
N7 1.67 -5.10 2.12  -0.279
N8 -0.54 -0.55 1.19  -0.333
C1 0.14 6.55 -5.47  -0.859
C2 3.29 0.21 -0.26  -0.951
C3 -2.99 -4.51 1.70  -0.075
C4 -4.30 -4.78 1.70  -0.183
C5 0.39 -5.47 2.18  0.605
C6 0.22 2.12 0.92  -0.466
C7 -1.34 0.44 1.59  -0.091
C8 -1.76 -6.59 2.50  -0.151
C9 2.11 4.02 -1.62  0.186
C10 2.44 1.34 0.01  0.412
C11 1.10 1.12 0.53  0.510
C12 1.97 5.39 -1.87  -0.417
C13 0.69 -0.22 0.73  0.584
C14 0.90 4.88 -3.96  0.800
C15 -1.84 -5.33 2.05  -0.302
C16 1.68 3.07 -2.56  -0.143
C17 2.85 -1.06 -0.03  -0.704
C18 -1.00 1.78 1.47  -1.329
C19 -0.09 -2.50 4.38  0.709
C20 1.35 5.83 -3.03  -0.368
C21 1.07 3.50 -3.71  -0.961
C22 1.57 -1.29 0.50  0.823
C23 -3.77 -2.54 0.90  0.545
H1 3.49 -1.91 -0.22  0.493
H2 -0.34 6.53 -6.44  0.241
H3 -2.29 0.14 2.03  0.733
H4 4.29 0.40 -0.62  0.519
H5 -4.59 -0.89 0.05  0.242
H6 0.74 2.80 -4.47  0.451
H7 -4.80 -5.69 2.01  0.464
H8 -2.88 -0.94 0.06  0.201
H9 -2.55 -7.29 2.72  0.439
H10 0.50 3.17 0.82  0.563
H11 1.24 6.88 -3.21  0.460
H12 1.11 7.05 -5.54  0.373
H13 1.91 -4.19 1.75  0.174
H14 -1.69 2.53 1.82  0.430
H15 1.84 2.01 -2.40  0.455
H16 -0.50 7.06 -4.75  0.365
H17 2.34 6.09 -1.14  0.481
H18 2.41 -5.73 2.38  0.198


No. 5
# C4H8O

An isolated molecule of C4H8O at a distorted geometry (ωB97M-V with the def2-TZVPD basis set, OMol25).

The total charge is 0. The energy above the lowest of the compared OMol25 structures with the same formula, charge and spin is 52.1 kcal/mol. The HOMO energy comes out at -9.82 eV. As for the gap between HOMO and LUMO: 0.4044 hartree. Its spin multiplicity is 1. Its SMILES is COC1CC1.

Last column: Mulliken charge in e.
CARTESIAN COORDINATES (ANGSTROEM)
O1 0.85 -0.65 -0.14  -0.324
C1 -1.18 0.88 -0.10  -0.486
C2 -1.48 -0.55 -0.19  -0.543
C3 1.83 0.28 -0.04  -0.663
C4 -0.28 -0.13 0.50  -0.017
H1 1.92 0.62 1.01  0.310
H2 2.82 -0.24 -0.27  0.223
H3 1.67 1.16 -0.84  0.201
H4 -1.69 1.51 0.65  0.220
H5 -0.32 -0.26 1.56  0.407
H6 -1.31 -0.86 -1.22  0.207
H7 -2.42 -1.01 0.28  0.231
H8 -0.80 1.39 -1.02  0.234


No. 6
# C29H26F2IO2

A 2-piece molecular cluster, C29H26F2IO2 overall at a distorted geometry (ωB97M-V with the def2-TZVPD basis set, OMol25).

The total charge is +1. The HOMO energy comes out at -10.48 eV. As for the gap between HOMO and LUMO: 0.1654 hartree. Its spin multiplicity is 1.

Last column: Mulliken charge in e.
CARTESIAN COORDINATES (ANGSTROEM)
I1 -0.74 -5.71 2.08  0.561
F1 3.77 3.28 2.68  -0.280
F2 -3.61 3.34 2.64  -0.289
O1 -1.19 -4.57 4.93  -0.768
O2 -3.83 -5.97 1.41  -0.715
C1 -1.30 -10.09 2.42  -0.542
C2 3.73 -0.85 2.68  -0.492
C3 -4.81 -6.21 5.42  -1.759
C4 -4.83 -4.82 4.77  1.673
C5 -3.62 -0.80 2.73  -0.030
C6 3.76 1.92 2.67  0.047
C7 -1.12 -8.23 0.39  -0.256
C8 -3.61 1.98 2.69  -0.064
C9 -1.21 -9.57 0.09  -0.571
C10 2.51 -0.16 2.69  1.028
C11 -1.30 -10.50 1.10  -0.398
C12 0.06 -0.25 2.68  -0.272
C13 -4.80 1.28 2.68  -0.360
C14 -2.48 -5.24 3.13  -0.171
C15 -1.17 -0.86 2.74  -0.198
C16 -2.29 -4.65 4.40  0.583
C17 -2.39 -0.12 2.73  0.730
C18 -1.11 -7.82 1.71  0.128
C19 -4.97 -4.94 3.22  -0.860
C20 -3.73 -5.43 2.51  0.382
C21 -1.21 -8.74 2.72  -0.229
C22 -2.42 1.29 2.72  -0.553
C23 4.94 1.21 2.66  -0.363
C24 2.56 1.24 2.68  -0.556
C25 -4.80 -0.10 2.69  -0.751
C26 1.28 -0.88 2.72  -0.593
C27 -3.50 -4.08 5.10  -0.871
C28 4.92 -0.17 2.67  -0.679
C29 -6.01 -4.00 5.32  -1.946
H1 -1.18 -8.40 3.75  0.455
H2 -5.80 -5.61 2.98  0.505
H3 -5.93 -3.88 6.40  0.412
H4 -1.04 -7.49 -0.39  0.359
H5 -3.97 -6.79 5.04  0.341
H6 -3.33 -4.08 6.18  0.437
H7 -3.61 -1.88 2.74  0.428
H8 0.07 0.82 2.60  -0.026
H9 -6.03 -3.01 4.88  0.354
H10 -4.70 -6.13 6.50  0.437
H11 -6.96 -4.48 5.11  0.418
H12 3.72 -1.93 2.67  0.420
H13 1.31 -1.95 2.83  0.542
H14 -5.72 1.83 2.63  0.470
H15 1.66 1.83 2.69  0.531
H16 -1.20 -9.90 -0.94  0.381
H17 -3.61 -3.03 4.82  0.228
H18 5.85 -0.71 2.66  0.416
H19 -5.73 -0.64 2.66  0.445
H20 -1.22 -1.93 2.79  0.395
H21 5.87 1.76 2.68  0.470
H22 -1.51 1.86 2.72  0.535
H23 -5.25 -3.97 2.82  0.249
H24 -5.73 -6.76 5.21  0.450
H25 -1.36 -11.55 0.87  0.393
H26 -1.36 -10.81 3.21  0.388


No. 7
# C4H6O2

C4H6O2 as an isolated structure (ωB97M-V with the def2-TZVPD basis set, OMol25).

The total charge is 0. The energy above the lowest of the compared OMol25 structures with the same formula, charge and spin is 49.3 kcal/mol. The HOMO energy comes out at -10.04 eV. As for the gap between HOMO and LUMO: 0.3788 hartree. Its spin multiplicity is 1.

Last column: Mulliken charge in e.
CARTESIAN COORDINATES (ANGSTROEM)
O1 2.11 0.00 1.31  -0.664
O2 0.53 1.35 -1.71  -0.558
C1 0.28 -0.83 -0.51  -0.632
C2 -0.03 0.53 -1.03  0.515
C3 -0.85 -0.84 0.22  -0.168
C4 -1.39 0.50 -0.27  -0.384
H1 -1.26 -1.56 0.93  0.395
H2 1.13 -1.49 -0.62  0.324
H3 -2.24 0.39 -0.95  0.242
H4 2.15 0.76 0.73  0.332
H5 -1.59 1.31 0.45  0.245
H6 1.16 -0.12 1.45  0.352


No. 8
# C32H22LiN5O3S

C32H22LiN5O3S as an isolated structure at a distorted geometry (ωB97M-V with the def2-TZVPD basis set, OMol25).

The total charge is 0. The HOMO energy comes out at -7.14 eV. As for the gap between HOMO and LUMO: 0.2454 hartree. Its spin multiplicity is 1.

Last column: Mulliken charge in e.
CARTESIAN COORDINATES (ANGSTROEM)
S1 8.28 -0.53 3.04  -0.262
O1 6.99 -2.73 2.46  -0.481
O2 6.04 -4.47 -0.88  -0.632
O3 6.07 -2.95 -2.39  -0.642
N1 1.22 -1.29 1.31  -0.102
N2 -1.50 1.56 -0.05  0.042
N3 5.62 -3.46 -1.39  1.091
N4 -1.47 -1.03 -0.08  0.417
N5 1.28 -1.13 -1.41  -0.171
C1 3.45 -2.16 2.74  -0.634
C2 5.78 0.65 3.11  -0.608
C3 1.93 1.27 0.27  -1.080
C4 5.41 0.39 0.37  -0.400
C5 1.29 -1.05 -2.72  -0.576
C6 -2.69 0.99 -0.03  0.865
C7 3.43 -2.22 -1.49  0.651
C8 2.33 -1.55 -3.51  -0.898
C9 -3.83 -1.27 -0.01  -0.923
C10 -3.87 1.74 -0.01  -1.010
C11 3.09 1.16 0.64  -0.202
C12 4.49 -2.85 0.62  -0.769
C13 8.01 -2.27 2.91  0.688
C14 4.37 0.90 1.16  0.168
C15 4.49 -2.83 -0.74  0.632
C16 3.41 -2.13 -2.90  -0.987
C17 2.30 -1.74 0.66  -0.728
C18 2.32 -1.70 -0.78  0.415
C19 -2.52 3.71 -0.01  -0.858
C20 9.15 -3.07 3.44  -1.225
C21 -3.70 -2.65 -0.01  -0.443
C22 -1.35 -2.34 -0.09  -0.086
C23 -3.77 3.12 0.00  -0.378
C24 -2.68 -0.48 -0.04  0.358
C25 4.60 1.05 2.54  -0.491
C26 -2.44 -3.20 -0.05  -1.106
C27 6.77 0.09 2.31  0.296
C28 -1.40 2.88 -0.03  -0.103
C29 1.25 -1.26 2.62  -0.603
C30 6.60 -0.01 0.94  -0.343
C31 3.42 -2.25 1.34  1.455
C32 2.36 -1.63 3.39  -1.086
Li1 0.29 0.20 -0.02  1.115
H1 9.47 -3.80 2.70  0.316
H2 -4.66 3.73 0.01  0.434
H3 0.35 -0.92 3.10  0.431
H4 -2.40 4.78 0.00  0.403
H5 9.98 -2.43 3.72  0.412
H6 -4.81 -0.82 0.02  0.308
H7 3.81 1.47 3.15  0.505
H8 5.94 0.76 4.18  0.444
H9 2.28 -1.47 -4.58  0.421
H10 4.23 -2.51 -3.48  0.537
H11 -2.29 -4.27 -0.05  0.432
H12 5.31 -3.29 1.16  0.679
H13 -4.58 -3.28 0.02  0.442
H14 4.33 -2.49 3.27  0.472
H15 7.39 -0.42 0.32  0.479
H16 -4.84 1.27 -0.01  0.318
H17 -0.40 3.27 -0.04  0.492
H18 2.35 -1.51 4.46  0.460
H19 0.42 -0.59 -3.16  0.442
H20 5.27 0.30 -0.70  0.564
H21 8.81 -3.63 4.32  0.304
H22 -0.34 -2.71 -0.12  0.338


Question: Which formula does entry 1 have?
Answer: C5H7PS


Question: Look up the total charge of the fifth one.
Answer: 0


Question: Which of these has the highest total charge?
Answer: C23H18N8O2OsS3